Below is 11 unconnected molecules or ions with the total composition C41H76F12NO15P2, with properties calculated with wB97M-V/def2-TZVPD.

Positions of all 147 atoms, in Å:
C  0.424  0.629  1.658
C  0.471  -0.536  0.580
C  -0.657  -1.516  0.985
C  -0.787  -2.684  0.051
C  -1.057  -2.164  -1.331
C  -0.064  -1.033  -1.831
N  0.180  -0.013  -0.801
O  1.066  1.099  -1.074
C  -0.687  -0.359  -3.184
C  1.238  -1.794  -2.250
C  1.940  -1.121  0.739
H  -0.459  1.225  1.428
H  1.196  1.397  1.709
H  0.280  0.279  2.680
H  -1.612  -0.994  1.049
H  -0.839  -1.925  1.978
H  -1.527  -3.444  0.304
H  0.173  -3.197  0.112
H  -2.054  -1.752  -1.486
H  -0.945  -2.991  -2.033
H  -0.236  0.582  -3.498
H  -1.759  -0.257  -3.016
H  -0.529  -1.096  -3.971
H  1.973  -1.092  -2.642
H  1.059  -2.528  -3.036
H  1.925  -2.168  -1.490
H  2.060  -2.174  0.483
H  2.150  -0.895  1.784
H  2.715  -0.568  0.207
P  -5.280  2.567  -2.159
F  -5.190  4.121  -1.571
F  -3.972  2.819  -3.045
F  -4.207  2.151  -1.010
F  -5.584  1.087  -2.788
F  -6.564  2.227  -1.367
F  -6.270  3.104  -3.323
P  -2.921  5.682  3.441
F  -1.496  6.056  2.766
F  -2.934  4.370  2.490
F  -2.016  4.801  4.475
F  -4.250  5.265  4.263
F  -2.873  7.018  4.331
F  -3.781  6.313  2.252
C  1.811  2.545  7.112
C  1.448  2.998  8.549
C  2.556  2.342  9.359
O  2.782  1.126  8.622
C  2.075  1.077  7.416
H  2.747  2.947  6.724
H  1.008  2.652  6.383
H  0.497  2.620  8.925
H  1.436  4.080  8.678
H  2.183  2.126  10.360
H  3.425  2.986  9.493
H  1.095  0.602  7.449
H  2.515  0.531  6.581
C  8.638  2.405  0.492
C  7.374  1.413  0.643
C  6.970  0.901  -0.741
O  8.174  1.314  -1.488
C  9.330  1.745  -0.749
H  9.198  2.379  1.427
H  8.351  3.453  0.403
H  6.540  1.887  1.161
H  7.687  0.550  1.231
H  5.984  1.328  -0.918
H  6.841  -0.154  -0.985
H  10.117  2.206  -1.347
H  9.860  0.834  -0.471
C  -5.139  -9.690  4.065
C  -5.344  -8.227  3.466
C  -4.725  -8.417  2.050
O  -4.447  -9.760  1.848
C  -5.152  -10.586  2.864
H  -5.885  -9.867  4.839
H  -4.197  -9.664  4.613
H  -4.959  -7.397  4.059
H  -6.419  -8.049  3.457
H  -3.909  -7.713  1.886
H  -5.527  -8.153  1.361
H  -4.504  -11.451  3.009
H  -6.128  -10.841  2.452
C  4.460  5.621  3.216
C  5.343  6.280  2.325
C  4.589  6.044  0.983
O  3.189  5.602  1.204
C  3.110  5.835  2.647
H  4.564  6.020  4.225
H  4.768  4.575  3.210
H  6.356  5.879  2.358
H  5.337  7.315  2.665
H  5.083  5.346  0.306
H  4.694  6.990  0.452
H  2.357  5.260  3.186
H  2.792  6.867  2.797
C  -1.927  -3.210  7.825
C  -1.831  -4.711  7.573
C  -2.061  -5.369  8.994
O  -1.327  -4.406  9.781
C  -1.648  -3.076  9.358
H  -2.970  -2.984  7.605
H  -1.318  -2.651  7.114
H  -0.860  -5.107  7.274
H  -2.632  -5.197  7.017
H  -1.728  -6.382  9.222
H  -3.104  -5.355  9.311
H  -0.874  -2.313  9.439
H  -2.451  -2.535  9.857
C  -0.568  6.699  -10.459
C  -1.300  6.379  -9.110
C  -2.069  5.053  -9.022
O  -1.818  4.653  -7.745
C  -0.742  5.270  -7.285
O  -0.203  4.961  -6.200
O  -0.290  6.233  -8.088
H  0.238  5.984  -10.621
H  -0.159  7.708  -10.516
H  -1.227  6.558  -11.316
H  -1.927  7.203  -8.768
H  -1.884  4.356  -9.839
H  -3.143  5.236  -9.067
C  3.088  1.493  -7.404
C  4.241  2.051  -8.277
C  4.815  1.416  -9.489
O  4.716  2.415  -10.477
C  4.553  3.613  -9.812
O  4.734  4.787  -10.255
O  4.057  3.361  -8.585
H  2.107  1.709  -7.826
H  2.867  1.736  -6.364
H  3.126  0.409  -7.291
H  5.042  1.928  -7.548
H  4.158  0.586  -9.746
H  5.847  1.112  -9.315
C  -7.123  -7.823  -3.863
C  -6.266  -6.765  -3.119
C  -5.184  -5.934  -3.798
O  -5.522  -4.618  -3.693
C  -6.778  -4.514  -3.370
O  -7.440  -3.456  -3.396
O  -7.204  -5.711  -2.957
H  -8.017  -8.013  -3.268
H  -6.475  -8.694  -3.764
H  -7.432  -7.606  -4.885
H  -6.020  -7.323  -2.216
H  -5.149  -6.192  -4.856
H  -4.171  -6.169  -3.473

## Properties
- HOMO-LUMO gap: 1.6 eV
- Maximum force: 6.99 eV/Å
- Net charge: -3
- HOMO: 2.221 eV

=====

Below is 7 unconnected molecules or ions with the total composition C41H77FO19S7, with properties calculated with wB97M-V/def2-TZVPD.

Positions of all 145 atoms, in Å:
C  -0.754  0.662  -0.527
C  -0.089  -0.316  -0.700
C  0.922  -1.360  -0.705
C  2.160  -0.757  0.039
C  2.884  0.244  -0.856
C  3.557  1.409  -0.110
C  2.667  2.062  0.939
C  3.310  3.323  1.564
O  3.464  3.181  2.966
C  2.210  3.271  3.637
O  1.372  -1.736  -2.045
S  2.278  -3.039  -1.897
O  1.893  -3.856  -3.002
O  3.671  -2.787  -1.763
O  1.672  -3.525  -0.515
C  0.474  -2.739  -0.176
C  0.293  -2.775  1.349
O  -1.039  -2.853  1.781
C  -1.627  -1.612  2.177
C  -3.088  -1.549  1.739
O  -3.447  -0.264  1.250
C  -3.890  -0.310  -0.109
C  -4.206  1.104  -0.579
C  -0.627  -3.432  -1.000
C  -0.690  -4.921  -0.705
F  -1.853  -2.824  -0.798
H  -1.403  1.410  -0.133
H  1.746  -0.286  0.925
H  2.818  -1.551  0.390
H  2.230  0.680  -1.606
H  3.660  -0.286  -1.409
H  3.760  2.172  -0.867
H  4.531  1.122  0.291
H  1.705  2.334  0.506
H  2.539  1.349  1.753
H  4.296  3.485  1.131
H  2.669  4.178  1.332
H  2.173  4.162  4.262
H  1.380  3.296  2.935
H  2.126  2.406  4.295
H  0.819  -1.952  1.831
H  0.779  -3.691  1.688
H  -1.624  -1.596  3.272
H  -1.073  -0.737  1.845
H  -3.310  -2.295  0.979
H  -3.718  -1.780  2.601
H  -4.733  -0.993  -0.226
H  -3.051  -0.683  -0.701
H  -4.177  1.795  0.263
H  -5.160  1.178  -1.092
H  -3.442  1.445  -1.281
H  -0.393  -3.324  -2.057
H  -1.662  -5.328  -0.970
H  -0.429  -5.161  0.323
H  0.040  -5.435  -1.327
O  4.880  2.092  -4.544
S  5.303  1.163  -5.564
O  5.521  1.603  -6.920
C  6.741  0.275  -4.975
C  6.168  -0.934  -4.245
C  5.032  -1.457  -5.134
C  4.187  -0.249  -5.559
H  7.332  0.931  -4.340
H  7.322  -0.026  -5.847
H  6.927  -1.692  -4.071
H  5.769  -0.630  -3.274
H  5.454  -1.942  -6.017
H  4.422  -2.195  -4.613
H  3.767  -0.365  -6.555
H  3.392  -0.040  -4.845
O  8.299  -2.866  -2.684
S  8.668  -3.794  -3.722
O  8.889  -3.352  -5.076
C  10.082  -4.736  -3.159
C  9.470  -5.930  -2.432
C  8.303  -6.405  -3.309
C  7.500  -5.163  -3.715
H  10.703  -4.108  -2.525
H  10.640  -5.050  -4.040
H  10.206  -6.718  -2.274
H  9.096  -5.618  -1.455
H  8.696  -6.899  -4.200
H  7.673  -7.123  -2.788
H  7.067  -5.256  -4.707
H  6.722  -4.927  -2.991
O  -6.207  -3.137  3.341
S  -5.807  -4.031  2.283
O  -5.615  -3.559  0.935
C  -4.349  -4.927  2.812
C  -4.904  -6.160  3.518
C  -6.060  -6.663  2.643
C  -6.918  -5.446  2.272
H  -3.746  -4.289  3.452
H  -3.788  -5.198  1.917
H  -4.135  -6.920  3.651
H  -5.280  -5.885  4.506
H  -5.658  -7.121  1.737
H  -6.655  -7.418  3.154
H  -7.359  -5.535  1.283
H  -7.696  -5.258  3.009
O  -6.119  3.270  0.316
S  -5.530  3.630  1.577
O  -4.133  3.414  1.864
C  -5.937  5.345  1.892
C  -7.275  5.283  2.622
C  -7.148  4.136  3.635
C  -6.533  2.938  2.899
H  -5.975  5.885  0.949
H  -5.155  5.758  2.531
H  -7.506  6.230  3.108
H  -8.075  5.064  1.914
H  -6.493  4.444  4.454
H  -8.111  3.873  4.070
H  -5.896  2.335  3.541
H  -7.294  2.311  2.440
O  0.106  4.274  -0.942
S  0.201  3.675  -2.251
O  1.025  2.518  -2.482
C  -1.455  3.366  -2.857
C  -1.837  4.655  -3.578
C  -0.596  5.072  -4.380
C  0.615  4.955  -3.445
H  -2.107  3.125  -2.021
H  -1.400  2.525  -3.547
H  -2.704  4.507  -4.220
H  -2.084  5.429  -2.849
H  -0.470  4.401  -5.232
H  -0.690  6.083  -4.772
H  1.520  4.660  -3.971
H  0.791  5.875  -2.893
O  -0.385  3.145  5.497
S  -1.105  4.158  4.767
O  -0.439  5.025  3.831
C  -2.513  3.397  3.970
C  -3.625  3.485  5.009
C  -3.526  4.893  5.614
C  -2.048  5.151  5.936
H  -2.261  2.379  3.685
H  -2.749  3.984  3.086
H  -4.601  3.304  4.559
H  -3.468  2.736  5.788
H  -3.878  5.627  4.886
H  -4.144  4.995  6.506
H  -1.773  6.195  5.811
H  -1.787  4.817  6.939

## Properties
- HOMO-LUMO gap: 8.8 eV
- Maximum force: 1.71 eV/Å
- SMILES string: C#C[C@]1(CCCCCOC)OS(=O)(=O)O[C@]1(COCCOCC)[C@@H](C)F.O=S1(=O)CCCC1.O=S1(=O)CCCC1.O=S1(=O)CCCC1.O=S1(=O)CCCC1.O=S1(=O)CCCC1.O=S1(=O)CCCC1
- HOMO: -8.542 eV